No. 1
8
Properties=species:S:1:pos:R:3 method="wB97M-V/def2-TZVPD" multiplicity=2 total_energy_ev=-11398.505 lumo_ev="-4.139 / -8.779" e_above_lowest_kj_mol=375.1 homo_lumo_gap_ev="9.8 / 4.8" charge=+1
H 1.806 -1.954 -0.325
C 1.076 -1.164 -0.247
C 0.223 -0.311 -0.331
Hg 2.695 1.114 -0.921
O -1.990 0.143 0.501
H -2.439 0.107 1.358
O -0.317 1.030 -0.569
C -1.054 1.034 0.534


No. 2
86
Properties=species:S:1:pos:R:3 method="wB97M-V/def2-TZVPD" multiplicity=2 total_energy_ev=-127576.386 lumo_ev="-0.393 / -0.512" e_above_lowest_kj_mol=122.7 homo_lumo_gap_ev="6.1 / 5.9" charge=0
Cu 0.460 -1.584 0.627
Cl -6.115 -0.903 2.992
C -4.503 -1.417 2.579
C -4.309 -2.667 1.988
C -3.042 -3.090 1.664
C -1.912 -2.274 1.893
O -0.716 -2.723 1.647
C -2.142 -0.992 2.455
C -1.018 -0.139 2.766
N 0.112 -0.216 2.172
C 1.216 0.480 2.684
C 1.218 1.792 3.062
C 2.396 2.378 3.576
C 3.537 1.646 3.730
C 3.559 0.279 3.357
C 4.679 -0.564 3.532
C 4.594 -1.878 3.171
C 3.400 -2.343 2.581
N 2.348 -1.591 2.377
C 2.401 -0.300 2.800
C -3.433 -0.596 2.825
H -5.164 -3.301 1.794
H -2.878 -4.065 1.224
H -1.135 0.562 3.597
H 0.320 2.384 2.939
H 2.383 3.424 3.851
H 4.433 2.093 4.140
H 5.587 -0.160 3.963
H 5.423 -2.558 3.308
H 3.331 -3.375 2.248
H -3.588 0.375 3.280
C -2.704 3.475 -1.584
Si -1.651 2.664 -0.230
C -0.506 4.091 0.265
C -2.807 2.509 1.260
C -0.828 1.120 -0.759
Si 0.823 1.293 -1.441
C 1.473 -1.012 -3.095
C 2.124 2.036 -0.289
C 0.997 2.261 -3.054
Si -1.959 0.037 -1.641
C -3.727 -0.038 -0.990
C -2.125 0.368 -3.503
C -1.517 -1.855 -1.668
C -2.264 -2.671 -2.531
C -1.992 -4.015 -2.665
C -0.955 -4.563 -1.919
C -0.273 -3.730 -1.064
N -0.542 -2.422 -0.942
H -3.127 4.420 -1.231
H -3.533 2.849 -1.919
H -2.083 3.692 -2.458
H -1.145 4.951 0.487
H 0.174 4.389 -0.537
H 0.095 3.891 1.154
H -3.123 3.506 1.580
H -2.312 2.035 2.110
H -3.706 1.931 1.037
H 2.372 -1.615 -3.271
H 1.398 -0.301 -3.919
H 0.605 -1.678 -3.139
H 2.496 1.313 0.441
H 1.747 2.888 0.271
H 2.977 2.365 -0.886
H 0.324 1.906 -3.836
H 2.023 2.231 -3.432
H 0.735 3.306 -2.866
H -4.255 0.906 -1.137
H -3.758 -0.281 0.073
H -4.287 -0.811 -1.523
H -2.382 1.420 -3.646
H -2.899 -0.230 -3.991
H -1.184 0.189 -4.029
H -3.065 -2.225 -3.105
H -2.573 -4.632 -3.338
H -0.691 -5.609 -1.984
H 0.515 -4.118 -0.429
N 5.344 0.226 -2.778
N 4.368 0.056 -1.927
N 4.256 -1.129 -1.540
C 3.189 -1.354 -0.648
N 1.955 -1.061 -0.756
N 1.594 -0.256 -1.866
H 5.944 -0.552 -3.023
H 5.522 1.170 -3.067
H 3.482 -2.012 0.160


No. 3
16
Properties=species:S:1:pos:R:3 method="wB97M-V/def2-TZVPD" total_energy_ev=-8298.893 lumo_ev=0.890 e_above_lowest_kj_mol=251.9 homo_lumo_gap_ev=8.8 charge=0
C -1.027 -2.024 -1.770
C -1.300 -1.849 -0.463
N -1.537 -0.622 0.147
H -0.605 -2.940 -2.141
H -1.271 -1.291 -2.539
H -1.557 -2.780 0.031
H -1.137 0.191 -0.280
H -1.243 -0.813 1.096
N 2.256 1.089 0.170
C 0.996 1.781 0.269
O 0.232 1.191 1.418
H 2.028 0.125 0.377
H 2.845 1.265 -0.625
H 0.259 1.772 -0.551
H 1.187 2.744 0.695
H 0.705 1.555 2.171


No. 4
20
Properties=species:S:1:pos:R:3 method="wB97M-V/def2-TZVPD" total_energy_ev=-16060.266 lumo_ev=-4.180 homo_lumo_gap_ev=7.1 charge=+1
O 0.865 -0.914 0.449
H 1.669 -0.928 1.082
C -2.966 0.361 0.014
O -1.627 -0.080 0.232
C -1.390 -1.467 -0.022
C -0.158 -1.868 0.757
H -2.935 1.450 -0.096
H -3.362 -0.108 -0.895
H -3.583 0.091 0.880
H -1.248 -1.600 -1.104
H -2.248 -2.067 0.308
H 0.168 -2.867 0.445
H -0.355 -1.862 1.837
C 2.898 1.837 -1.416
C 2.833 1.702 -0.064
O 1.698 1.793 0.632
Cd 0.040 1.016 0.315
H 2.179 2.467 -1.950
H 3.772 1.449 -1.940
H 3.749 1.592 0.537


No. 5
10
Properties=species:S:1:pos:R:3 method="wB97M-V/def2-TZVPD" total_energy_ev=-19575.969 lumo_ev=-1.323 e_above_lowest_kj_mol=463.8 homo_lumo_gap_ev=8.3 charge=0
O 2.763 -1.000 1.212
C 1.822 -0.301 0.740
C 0.967 -0.767 -0.332
N -0.201 -0.393 -0.742
O -0.771 0.623 -0.048
C -2.080 0.834 -0.365
S -2.793 2.226 0.057
H 1.536 0.731 1.165
H 1.335 -1.792 -0.778
H -2.578 -0.162 -0.909


No. 6
53
Properties=species:S:1:pos:R:3 method="wB97M-V/def2-TZVPD" total_energy_ev=-34865.061 lumo_ev=0.299 e_above_lowest_kj_mol=0.0 homo_lumo_gap_ev=8.8 charge=0
O -2.833 -2.406 2.146
C -2.569 -1.565 1.306
C -1.230 -1.539 0.651
C -0.083 -1.735 1.416
C 1.148 -1.758 0.789
C 1.189 -1.580 -0.594
C 2.500 -1.618 -1.324
O 2.746 -2.468 -2.155
N 3.440 -0.714 -0.926
C 4.785 -0.932 -1.457
C 5.843 -0.137 -0.706
C 5.507 -0.125 0.786
C 4.211 0.613 0.923
C 3.994 1.600 1.869
C 2.798 2.296 1.899
C 1.829 2.036 0.946
C 2.035 1.066 -0.018
C 3.212 0.324 -0.013
N 0.092 -1.475 -1.333
C -1.079 -1.466 -0.733
N -3.491 -0.652 0.886
C -4.891 -0.902 1.177
C -5.608 -1.145 -0.147
C -5.545 0.128 -0.987
C -4.213 0.824 -0.889
C -3.951 1.906 -1.720
C -2.765 2.608 -1.635
C -1.829 2.253 -0.679
C -2.071 1.187 0.164
C -3.243 0.440 0.042
H -0.172 -1.856 2.485
H 2.056 -1.904 1.352
H 4.785 -0.675 -2.522
H 4.986 -2.007 -1.385
H 6.820 -0.586 -0.886
H 5.870 0.893 -1.066
H 6.292 0.362 1.364
H 5.406 -1.154 1.145
H 4.768 1.819 2.590
H 2.631 3.053 2.650
H 0.909 2.601 0.948
H 1.290 0.890 -0.779
H -1.935 -1.397 -1.392
H -4.942 -1.773 1.832
H -5.318 -0.035 1.692
H -6.644 -1.434 0.029
H -5.110 -1.967 -0.667
H -5.764 -0.097 -2.033
H -6.314 0.828 -0.643
H -4.698 2.195 -2.446
H -2.577 3.438 -2.299
H -0.913 2.816 -0.584
H -1.355 0.931 0.931


No. 7
69
Properties=species:S:1:pos:R:3 method="wB97M-V/def2-TZVPD" multiplicity=2 total_energy_ev=-98940.359 lumo_ev="-2.269 / -2.313" e_above_lowest_kj_mol=0.0 homo_lumo_gap_ev="7.7 / 7.0" charge=+1
V 0.789 -0.701 -0.524
O -1.026 -2.993 -3.006
S -0.850 -1.862 -2.163
O 0.252 -0.938 -2.560
O -0.568 -2.171 -0.709
C -2.322 -0.916 -2.095
C -3.429 -1.404 -2.775
C -4.627 -0.714 -2.680
C -4.705 0.437 -1.911
C -3.587 0.913 -1.237
C -2.372 0.247 -1.310
P -0.856 0.947 -0.509
C -0.635 2.468 -1.508
C -1.383 3.632 -1.315
C -1.255 4.702 -2.188
C -0.385 4.620 -3.269
C 0.355 3.466 -3.474
C 0.230 2.396 -2.598
C -1.421 1.500 1.134
C -2.307 0.693 1.845
C -2.623 0.985 3.164
C -2.046 2.082 3.792
C -1.145 2.881 3.100
C -0.827 2.587 1.780
H -3.341 -2.308 -3.363
H -5.501 -1.080 -3.204
H -5.643 0.974 -1.837
H -3.665 1.818 -0.644
H -2.070 3.712 -0.483
H -1.839 5.601 -2.028
H -0.290 5.454 -3.954
H 1.029 3.395 -4.319
H 0.802 1.494 -2.775
H -2.757 -0.170 1.366
H -3.325 0.360 3.701
H -2.299 2.314 4.819
H -0.690 3.735 3.587
H -0.108 3.204 1.255
C 4.836 -0.342 -1.885
S 3.072 -0.392 -2.049
O 2.529 0.355 -0.793
C 2.778 -2.099 -1.625
C 2.426 -3.011 -2.625
C 2.152 -4.312 -2.264
C 2.216 -4.703 -0.924
C 2.576 -3.800 0.057
C 2.865 -2.477 -0.283
H 5.117 -0.822 -0.949
H 5.139 0.705 -1.901
H 5.253 -0.870 -2.745
H 2.338 -2.692 -3.656
H 1.863 -5.026 -3.025
H 1.984 -5.726 -0.654
H 2.642 -4.113 1.090
H 3.211 -1.778 0.463
C 0.905 -0.728 5.773
C 0.970 -0.741 4.271
C 0.517 -1.826 3.529
C 0.543 -1.788 2.153
N 0.981 -0.716 1.459
C 1.450 0.322 2.176
C 1.461 0.338 3.555
H 0.960 -1.736 6.182
H -0.041 -0.289 6.100
H 1.710 -0.131 6.203
H 0.142 -2.715 4.022
H 0.179 -2.623 1.570
H 1.822 1.165 1.607
H 1.847 1.213 4.066


No. 8
41
Properties=species:S:1:pos:R:3 method="wB97M-V/def2-TZVPD" total_energy_ev=-36869.408 lumo_ev=-0.487 e_above_lowest_kj_mol=0.0 homo_lumo_gap_ev=9.2 charge=0
C 0.627 3.431 0.187
C -0.027 2.190 -0.403
C -1.505 2.403 -0.704
O 0.084 1.120 0.544
P 0.937 -0.178 0.183
O 1.054 -0.463 -1.250
O 2.292 0.049 0.994
C 3.594 -0.325 0.531
C 4.036 0.585 -0.607
C 3.645 -1.790 0.131
C -0.019 -1.411 1.193
O 0.738 -2.592 1.159
C -1.345 -1.490 0.512
C -1.518 -2.330 -0.584
C -2.714 -2.344 -1.283
C -3.748 -1.507 -0.909
C -3.565 -0.658 0.177
N -4.623 0.243 0.559
O -5.682 0.149 -0.023
O -4.389 1.047 1.437
C -2.376 -0.646 0.894
H 0.592 4.248 -0.529
H 1.664 3.220 0.437
H 0.104 3.727 1.093
H 0.493 1.890 -1.321
H -1.911 1.518 -1.188
H -2.051 2.583 0.219
H -1.630 3.255 -1.365
H 4.230 -0.155 1.411
H 5.059 0.354 -0.891
H 3.383 0.434 -1.462
H 3.981 1.626 -0.299
H 4.666 -2.076 -0.108
H 3.276 -2.412 0.943
H 3.011 -1.948 -0.737
H -0.123 -1.026 2.216
H 0.238 -3.304 1.580
H -0.696 -2.959 -0.890
H -2.834 -3.000 -2.131
H -4.686 -1.487 -1.443
H -2.264 0.029 1.729